This record from the OMol25 dataset describes a single C17H20N4O4S2 molecule. The level of theory is ωB97M-V/def2-TZVPD.

```
47
Properties=species:S:1:pos:R:3:nbo_charge:R:1
C 4.4612 2.6379 -0.5013 -0.41
N 4.4133 1.4480 -1.3240 -0.44
C 4.3396 1.7931 -2.7286 -0.41
C 3.3441 0.5505 -0.9226 -0.24
C 3.7758 -0.3397 0.2512 -0.22
N 2.6788 -1.0233 0.8942 -0.68
C 2.0730 -0.4528 2.0778 -0.27
C 1.5175 0.9182 1.8610 0.26
C 1.9922 2.1473 2.2160 -0.30
C 1.0835 3.0969 1.6862 -0.32
C 0.1251 2.3767 1.0466 0.09
O 0.3770 1.0598 1.1472 -0.42
S 1.8040 -2.1422 0.0503 2.35
O 1.3121 -3.1024 0.9930 -0.94
O 2.6003 -2.5702 -1.0559 -0.93
C 0.3498 -1.3182 -0.5592 -0.55
C 0.1485 -0.5619 -1.6764 -0.21
C -1.1593 -0.0606 -1.7551 -0.22
C -1.9434 -0.4476 -0.6945 -0.22
C -3.3261 -0.0983 -0.4661 0.08
C -4.0536 -0.6132 0.6574 -0.17
C -5.3446 -0.2632 0.8325 -0.25
C -6.0027 0.6314 -0.1065 0.58
O -7.1496 1.0237 -0.0638 -0.60
N -5.1599 1.0385 -1.1322 -0.37
N -3.8965 0.7079 -1.3215 -0.17
S -1.0564 -1.4580 0.4056 0.52
H 5.3277 3.2316 -0.7878 0.20
H 4.5665 2.3594 0.5446 0.19
H 3.5568 3.2597 -0.6051 0.17
H 4.3828 0.8832 -3.3243 0.20
H 3.4221 2.3456 -2.9866 0.16
H 5.1979 2.4129 -2.9836 0.20
H 3.1090 -0.1118 -1.7570 0.21
H 2.4278 1.1057 -0.6549 0.17
H 4.4634 -1.0996 -0.1241 0.23
H 4.2906 0.2507 1.0102 0.21
H 1.2870 -1.1516 2.3741 0.25
H 2.8221 -0.4063 2.8754 0.22
H 2.8719 2.3535 2.7904 0.23
H 1.1423 4.1621 1.7729 0.23
H -0.7538 2.6632 0.5037 0.21
H 0.9112 -0.3893 -2.4126 0.24
H -1.5292 0.5591 -2.5506 0.24
H -3.5460 -1.2773 1.3411 0.23
H -5.9372 -0.6237 1.6587 0.24
H -5.5482 1.6643 -1.8323 0.41
```

Output
- molar mass (g mol⁻¹) = 408.50
- gap between HOMO and LUMO (eV) = 8.12
- highest occupied orbital energy (Ha) = -0.3137
- LUMO level (eV) = -0.4
- ΔE to the lowest compared entry with this formula, charge and spin (kJ/mol) = 351.0


This record from the OMol25 dataset describes a single C17H20N4O5S molecule. The level of theory is ωB97M-V/def2-TZVPD.

```
47
Properties=species:S:1:pos:R:3:nbo_charge:R:1
H -2.4068 2.7274 4.1435 0.33
N -2.6663 2.2206 3.3093 -0.82
C -2.0460 1.1635 3.0310 0.57
N -2.4810 0.5300 1.9198 -0.83
N -1.0377 0.5901 3.7600 -0.47
N -0.2610 -0.4583 3.3129 -0.20
C 0.9407 -0.4490 3.8376 0.03
C 1.9857 -1.4487 3.4939 -0.12
O 3.0430 -0.8264 2.7535 -0.51
C 2.9760 -0.8584 1.4019 0.31
C 4.0591 -1.3753 0.6814 -0.26
C 4.0867 -1.3786 -0.7294 0.01
C 5.3120 -1.8216 -1.4926 -0.63
C 2.9194 -1.0027 -1.3961 -0.27
C 1.7974 -0.5797 -0.6767 0.34
O 0.7964 -0.0658 -1.4352 -0.66
S -0.5780 -1.0479 -1.4182 2.27
O -1.0689 -1.2919 -0.0573 -0.91
O -0.2865 -2.3382 -2.0899 -0.91
C -1.8119 -0.1881 -2.4384 -0.39
C -2.3240 -0.8193 -3.5884 -0.14
C -3.2344 -0.1293 -4.4094 -0.24
C -3.6256 1.1845 -4.1085 -0.16
C -3.1798 1.7202 -2.8939 -0.31
C -2.2311 1.0775 -2.0890 0.41
O -1.7835 1.6468 -0.9175 -0.52
C -2.4481 2.7799 -0.3240 -0.26
C 1.8415 -0.4217 0.6972 -0.34
H -3.1914 1.0242 1.3912 0.41
H -1.8481 -0.1745 1.5229 0.43
H -0.8241 1.0598 4.6378 0.37
H 1.1463 0.3309 4.5833 0.16
H 1.5809 -2.3111 2.9824 0.21
H 2.3950 -1.7987 4.4306 0.20
H 4.9114 -1.6780 1.2990 0.22
H 6.0669 -2.1752 -0.7559 0.22
H 5.7100 -0.9699 -2.0257 0.22
H 5.1085 -2.6569 -2.1452 0.22
H 2.9434 -1.0013 -2.4908 0.22
H -2.0265 -1.8282 -3.8349 0.26
H -3.5935 -0.6116 -5.3278 0.23
H -4.2998 1.7619 -4.7038 0.22
H -3.5162 2.6973 -2.6039 0.22
H -2.3566 3.6480 -0.9205 0.18
H -3.5238 2.6284 -0.2368 0.18
H -1.9727 2.9215 0.6793 0.24
H 1.0030 -0.0060 1.2414 0.24
```

Output
- molar mass (g mol⁻¹) = 392.44
- gap between HOMO and LUMO (eV) = 8.74
- highest occupied orbital energy (Ha) = -0.3107
- LUMO level (eV) = 0.3
- ΔE to the lowest compared entry with this formula, charge and spin (kJ/mol) = 430.5


This record from the OMol25 dataset describes a molecular structure, C17H20O2Zn. The level of theory is ωB97M-V/def2-TZVPD.

```
40
Properties=species:S:1:pos:R:3:nbo_charge:R:1
C -4.7192 -2.3173 -4.0455 -0.62
C -3.9853 -2.3680 -2.5813 -0.42
C -2.7104 -3.3445 -2.5637 -0.41
C -1.8467 -3.3026 -1.2067 -0.40
C -1.3787 -1.7834 -0.9404 -0.40
C -0.3531 -1.6517 0.3260 -0.42
C -0.8060 -0.4078 1.2335 -0.48
C 0.3443 0.6464 1.5646 0.21
C -0.1372 1.9840 2.2980 -0.10
C 0.7972 3.1390 2.7143 -0.18
C 2.3170 2.9826 2.3647 0.00
C 2.8179 1.6748 1.6124 -0.04
C 1.8548 0.5003 1.2179 -0.19
C 4.3899 1.6436 1.2649 0.50
O 5.0471 0.6016 1.0675 -0.40
C 5.1451 3.0754 1.1231 -0.24
C 4.6454 4.2675 1.8133 -0.27
C 3.3406 4.1507 2.7727 0.49
O 3.1754 4.9048 3.7593 -0.39
H -4.2505 -3.0639 -4.7736 0.22
H -4.5407 -1.2534 -4.4704 0.21
H -5.8532 -2.4221 -3.9458 0.23
H -3.7578 -1.2771 -2.3188 0.19
H -4.7998 -2.7674 -1.8608 0.21
H -3.1105 -4.4117 -2.7109 0.23
H -2.0193 -3.0401 -3.4218 0.20
H -2.5329 -3.5870 -0.3219 0.21
H -0.9362 -4.0134 -1.2851 0.22
H -2.3420 -1.1886 -0.7095 0.21
H -0.8144 -1.3856 -1.8536 0.22
H -0.3750 -2.6513 0.9090 0.25
H 0.6944 -1.5708 -0.1204 0.21
H -1.2062 -0.7782 2.2556 0.30
H -1.6804 0.2085 0.7814 0.28
H -1.2584 2.0996 2.5487 0.28
H 0.3327 4.0491 3.2200 0.30
H 2.2528 -0.4305 0.6996 0.29
H 6.0851 3.1543 0.4426 0.21
H 5.1541 5.2911 1.6918 0.21
Zn 7.0203 4.6431 1.4492 1.13
```

Output
- molar mass (g mol⁻¹) = 321.74
- gap between HOMO and LUMO (eV) = 2.04
- highest occupied orbital energy (Ha) = -0.5299
- LUMO level (eV) = -12.4
- total charge = +2


This record from the OMol25 dataset describes a molecular structure, C17H21AuN3OSi. The level of theory is ωB97M-V/def2-TZVPD.

```
44
Properties=species:S:1:pos:R:3:mulliken_spin:R:1
Au -0.0986 0.4831 0.5816 0.02
C 3.0646 -2.4894 0.8563 0.00
C 2.0543 -1.3935 1.0009 0.28
N 1.1835 -1.1298 0.0446 0.28
N 0.8618 -1.6207 -1.0989 0.32
C -0.1353 -1.0698 -1.7518 0.12
O -0.8226 -0.0744 -1.2348 0.12
C -0.5076 -1.5769 -3.0620 0.00
C -1.5701 -0.9957 -3.7604 0.04
C -1.9367 -1.4831 -4.9986 -0.01
C -1.2559 -2.5531 -5.5595 0.07
C -0.2004 -3.1351 -4.8705 -0.04
C 0.1758 -2.6555 -3.6323 0.07
C 2.0044 -0.5674 2.1427 0.18
C 2.9275 -0.7134 3.2044 0.11
C 2.8637 0.0861 4.3080 0.02
C 1.8634 1.0750 4.3731 0.18
C 0.9959 1.2008 3.3262 -0.01
N 1.0238 0.4185 2.2345 0.18
H 2.9220 -2.9940 -0.0937 0.00
H 2.9547 -3.2088 1.6668 0.02
H 4.0693 -2.0690 0.8916 0.02
H -2.0926 -0.1660 -3.3117 0.00
H -2.7584 -1.0318 -5.5317 0.00
H -1.5466 -2.9329 -6.5290 0.00
H 0.3238 -3.9690 -5.3107 0.00
H 0.9931 -3.1034 -3.0890 0.00
H 3.6871 -1.4723 3.1217 0.02
H 3.5677 -0.0277 5.1145 0.00
H 1.7803 1.7201 5.2287 0.01
H 0.2267 1.9553 3.3401 0.02
C -0.5775 3.8724 1.0832 0.00
Si -1.7014 2.3415 0.8973 -0.02
C -2.6904 1.7686 2.4257 0.00
C -2.7867 2.4591 -0.6497 0.00
H -1.1892 4.7322 1.3457 0.00
H -0.0771 4.1016 0.1453 0.00
H 0.1891 3.7743 1.8453 0.00
H -3.3603 2.5645 2.7416 0.00
H -2.0729 1.5061 3.2791 0.00
H -3.3033 0.9019 2.1898 0.00
H -3.5102 3.2625 -0.5325 0.00
H -3.3365 1.5415 -0.8320 0.00
H -2.2022 2.6675 -1.5399 0.00
```

Output
- molar mass (g mol⁻¹) = 508.43
- gap between HOMO and LUMO (alpha / beta) (eV) = 6.23 / 5.44
- highest occupied orbital energy (alpha / beta) (Ha) = -0.3536 / -0.4311
- LUMO level (alpha / beta) (eV) = -3.4 / -6.3
- total charge = +1
- 2S+1 = 3


This record from the OMol25 dataset describes a molecular structure, C17H21BF3N6ReS2. The level of theory is ωB97M-V/def2-TZVPD.

```
51
Properties=species:S:1:pos:R:3:mulliken_spin:R:1
Re 0.0913 -0.0918 0.5692 0.92
C 0.4500 2.0916 4.5017 0.00
N 1.4722 2.3564 3.4906 0.00
C 2.7505 2.7428 3.7442 0.00
C 3.3551 2.9358 2.5355 0.00
N 2.4518 2.6815 1.5435 0.00
B 2.9381 3.0854 0.0832 -0.01
N 2.0631 2.6461 -1.1461 0.01
C 1.8885 3.5276 -2.1811 0.00
C 1.4666 2.8371 -3.2777 0.00
N 1.3750 1.5239 -2.9092 0.00
C 1.0226 0.4150 -3.7922 0.00
C 1.7344 1.4383 -1.6165 0.01
S 1.8565 -0.0672 -0.7045 0.05
C 1.3150 2.3128 2.1481 0.01
S -0.2190 1.8887 1.4196 -0.02
H 0.9270 2.0947 5.4772 0.00
H -0.0025 1.1162 4.3345 0.00
H -0.3127 2.8681 4.4783 0.00
H 3.1278 2.8546 4.7464 0.00
H 4.3568 3.2586 2.3095 0.00
H 4.0157 2.5835 -0.0421 0.00
H 2.9303 4.2779 0.0699 0.00
H 2.1063 4.5751 -2.0659 0.00
H 1.2350 3.1690 -4.2755 0.00
H 0.5736 0.8210 -4.6941 0.00
H 0.3057 -0.2434 -3.3046 0.00
H 1.9159 -0.1464 -4.0615 0.00
F -5.6696 -2.0151 -2.7295 0.00
C -5.6631 -0.9938 -1.8777 0.00
F -6.0703 0.1038 -2.5038 0.00
F -6.4872 -1.2608 -0.8691 0.00
C -4.2459 -0.8065 -1.3384 0.00
C -3.4432 0.2361 -1.7919 0.00
C -2.1760 0.3627 -1.2758 0.01
N -1.6877 -0.4977 -0.3519 0.02
C -2.4617 -1.5281 0.0637 -0.01
C -3.7474 -1.7002 -0.3999 0.00
H -3.8052 0.9425 -2.5261 0.00
H -1.5184 1.1658 -1.5890 -0.01
H -2.0307 -2.2114 0.7809 0.00
H -4.3461 -2.5252 -0.0372 0.00
C 1.1606 -4.2763 3.8922 0.00
C 1.1853 -4.2783 2.3515 0.00
C 0.7755 -3.0166 1.8025 0.05
N 0.4457 -2.0026 1.3639 -0.03
H 1.4123 -5.2773 4.2339 0.00
H 0.1731 -4.0267 4.2750 0.00
H 1.8966 -3.5842 4.2953 0.00
H 0.5126 -5.0369 1.9377 0.00
H 2.1887 -4.4793 1.9619 0.00
```

Output
- molar mass (g mol⁻¹) = 627.54
- gap between HOMO and LUMO (alpha / beta) (eV) = 6.19 / 6.17
- highest occupied orbital energy (alpha / beta) (Ha) = -0.6618 / -0.6622
- LUMO level (alpha / beta) (eV) = -11.8 / -11.9
- total charge = +3
- ΔE to the lowest compared entry with this formula, charge and spin (kJ/mol) = 17.6
- 2S+1 = 2